# 1
DFT (ωB97M-V with the def2-TZVPD basis set) results for a molecular structure, C3H3N2O at a distorted geometry.

Results
lowest unoccupied orbital energy = -8.2862 eV
gap between HOMO and LUMO = 8.41 eV
highest occupied orbital energy = -16.70 eV

```
! wB97M-V def2-TZVPD RIJCOSX def2/J DEFGRID3
* xyz 1 1
C -0.9660 0.2187 -0.0386
C 0.1162 1.0247 0.0762
C -0.5658 -1.2004 0.0184
N 0.7086 -1.4030 0.0715
N 1.3212 0.2751 0.1208
O 2.4016 0.5658 -0.0489
H -1.9648 0.3690 0.0217
H 0.2287 2.0319 0.0875
H -1.2797 -1.8819 -0.3086
*
```

---

# 2
DFT (ωB97M-V with the def2-TZVPD basis set) results for 2 unconnected molecules or ions with the total composition C3H3N2O2 at a distorted geometry.

Results
lowest unoccupied orbital energy = 3.1466 eV
gap between HOMO and LUMO = 5.72 eV
highest occupied orbital energy = -2.58 eV

```
! wB97M-V def2-TZVPD RIJCOSX def2/J DEFGRID3
* xyz -1 1
C 2.3200 -0.4336 0.3129
C 3.3534 0.4495 0.0746
C 3.5233 -1.0132 -0.0868
N -1.2480 0.3477 -0.4985
N -0.9866 -0.1745 0.6409
O 3.8582 1.5557 0.0439
O 4.3587 -1.8893 -0.1841
H -1.6577 -0.3462 -1.2852
H 1.2864 -0.3933 0.5756
H -0.5940 0.5402 1.3089
*
```

---

# 3
DFT (ωB97M-V with the def2-TZVPD basis set) results for a gas-phase ion, C3H3N2O2 (charge -1) at a distorted geometry.

Results
lowest unoccupied orbital energy (alpha / beta) = 4.3470 / 1.9250 eV
gap between HOMO and LUMO (alpha / beta) = 5.04 / 7.06 eV
highest occupied orbital energy (alpha / beta) = -0.70 / -5.14 eV
expectation value of S² = 2.01

```
! wB97M-V def2-TZVPD RIJCOSX def2/J DEFGRID3
* xyz -1 3
C -1.0477 0.3478 0.1023
C 0.1074 -0.4575 -0.2152
C 1.4721 0.3163 -0.0222
N -1.7501 0.1836 1.1310
N 0.0490 -1.6666 -0.6519
O 1.6435 1.1377 -0.9638
O 2.1018 -0.0760 0.9813
H -1.2339 1.1971 -0.6752
H -2.2974 0.9383 1.3766
H 0.9554 -1.9209 -1.0629
*
```